# 1
95
Properties=species:S:1:pos:R:3:lowdin_charge:R:1 method="wB97M-V/def2-TZVPD" multiplicity=1 max_force_ev_per_a=2.3 e_tot_ev=-65867.30206 relative_energy_ev=1.011 charge=+3 orbital_gap_ev="4.22 / 4.20" homo_energy_ha="-0.553 / -0.553" molar_mass_g_mol=805.1
Pd -0.51 0.56 0.20 0.6755
C -1.68 4.91 -1.04 0.0155
C -1.18 3.51 -0.87 -0.2203
N -1.03 2.88 0.23 0.0259
N -1.39 3.44 1.42 0.0361
C -1.27 2.71 2.55 -0.7180
N -1.64 3.30 3.67 0.1561
S -0.62 1.13 2.62 0.8201
C -0.81 2.71 -2.10 -0.1955
C -0.88 3.29 -3.35 0.0243
C -0.55 2.53 -4.47 0.0066
C -0.15 1.22 -4.29 -0.0013
C -0.11 0.72 -3.00 -0.1048
N -0.42 1.44 -1.93 0.0468
H -1.86 5.43 -0.11 0.0776
H -2.61 4.91 -1.62 0.1169
H -0.95 5.50 -1.60 0.1086
H -1.82 4.35 1.45 0.1526
H -1.97 4.26 3.71 0.1423
H -1.58 2.79 4.54 0.1264
H -1.19 4.31 -3.47 0.1236
H -0.60 2.96 -5.46 0.1359
H 0.12 0.59 -5.13 0.1300
H 0.20 -0.30 -2.82 0.0625
C -2.35 0.07 0.20 -0.1956
C -3.57 -0.14 0.15 -0.1049
C -4.93 -0.38 0.09 -0.2403
C -5.58 -1.04 1.17 -0.0061
C -6.92 -1.29 1.10 -0.0464
C -7.64 -0.90 -0.04 -0.0061
C -7.02 -0.25 -1.12 -0.0480
C -5.68 0.02 -1.07 -0.0084
H -5.01 -1.32 2.04 0.1202
H -7.44 -1.79 1.91 0.1211
H -8.70 -1.11 -0.10 0.1228
H -7.60 0.04 -1.99 0.1202
H -5.17 0.51 -1.88 0.1187
N 1.42 1.08 0.31 0.0207
C 2.38 1.67 0.58 -0.2311
N 3.47 2.31 0.84 -0.0484
C 4.06 3.25 -0.17 -0.1078
C 5.22 4.00 0.48 -0.1681
C 4.83 4.44 1.89 -0.1714
C 4.63 3.23 2.82 -0.1511
C 4.29 1.96 2.04 -0.1100
H 3.27 3.95 -0.45 0.1259
H 4.37 2.70 -1.05 0.1274
H 5.45 4.86 -0.15 0.1283
H 6.11 3.37 0.51 0.1255
H 3.91 5.03 1.84 0.1146
H 5.60 5.10 2.31 0.1223
H 3.85 3.44 3.55 0.1133
H 5.54 3.02 3.38 0.1252
H 3.72 1.25 2.64 0.1243
H 5.19 1.45 1.69 0.1315
C 0.71 -4.14 2.24 -0.0760
C 0.35 -2.67 2.03 -0.6680
C 1.39 -1.77 2.70 -0.1257
C -1.06 -2.40 2.56 -0.1208
Sb 0.36 -2.11 -0.11 1.7831
C 2.44 -2.35 -0.96 -0.6373
C 2.96 -3.67 -0.42 -0.0827
C 3.32 -1.20 -0.52 -0.1209
C 2.37 -2.37 -2.48 -0.0954
C -1.06 -3.37 -1.29 -0.6488
C -0.82 -3.15 -2.78 -0.0971
C -0.80 -4.82 -0.91 -0.0764
C -2.48 -2.96 -0.97 -0.1189
H 0.70 -4.32 3.32 0.1153
H 1.70 -4.39 1.89 0.0675
H -0.01 -4.82 1.80 0.0698
H 1.33 -1.92 3.79 0.1111
H 1.23 -0.71 2.51 -0.0072
H 2.40 -2.03 2.40 0.0753
H -1.05 -2.50 3.65 0.1105
H -1.78 -3.12 2.17 0.0824
H -1.42 -1.39 2.33 -0.0057
H 3.21 -3.61 0.64 0.0773
H 3.88 -3.90 -0.96 0.1185
H 2.29 -4.52 -0.58 0.0751
H 3.38 -1.09 0.56 0.0680
H 2.99 -0.26 -0.95 0.0556
H 4.33 -1.40 -0.89 0.1118
H 1.94 -3.29 -2.87 0.0741
H 3.40 -2.32 -2.86 0.1118
H 1.84 -1.52 -2.91 0.0627
H 0.12 -3.57 -3.13 0.0640
H -0.88 -2.10 -3.07 0.0654
H -1.62 -3.67 -3.33 0.1114
H 0.24 -5.12 -0.98 0.0743
H -1.36 -5.45 -1.61 0.1164
H -1.17 -5.06 0.09 0.0771
H -2.67 -1.93 -1.26 0.0467
H -2.75 -3.10 0.08 0.0787
H -3.16 -3.59 -1.56 0.1155

# 2
94
Properties=species:S:1:pos:R:3:lowdin_charge:R:1 method="wB97M-V/def2-TZVPD" multiplicity=1 max_force_ev_per_a=1.5 e_tot_ev=-112919.56429 relative_energy_ev=0.098 charge=-1 orbital_gap_ev=6.18 homo_energy_ha=-0.134 molar_mass_g_mol=664.3
C 2.56 -0.22 0.14 -0.3035
C 2.84 -1.03 -1.03 -0.1859
C 2.49 -0.29 -2.17 -0.1487
H 3.23 -2.05 -1.01 0.0813
C 2.06 1.00 -1.77 -0.1322
C 2.12 1.07 -0.36 -0.2060
H 1.77 1.81 -2.44 0.0733
C -0.78 -2.25 -0.27 -0.3071
C 0.20 -3.01 -1.02 -0.1765
C 0.00 -2.76 -2.39 -0.0951
H 0.95 -3.67 -0.58 0.0846
C -1.17 -1.93 -2.53 -0.2247
C -1.64 -1.61 -1.25 -0.1192
H 2.58 -0.62 -3.21 0.0794
H 1.85 1.91 0.26 0.0612
H 2.95 -0.41 1.14 0.0768
H -2.51 -0.99 -1.03 0.0886
H 0.59 -3.14 -3.22 0.0885
H -1.07 -2.42 0.77 0.0575
Zn 0.59 -0.85 0.55 0.5855
C -1.95 -1.73 -3.81 -0.4998
C -3.20 -2.63 -3.71 -0.0576
C -1.15 -2.19 -5.02 -0.0673
H -2.91 -3.68 -3.61 0.0902
H -3.81 -2.53 -4.62 0.0729
H -3.81 -2.35 -2.85 0.0835
H -0.93 -3.27 -4.92 0.0818
H -0.19 -1.65 -5.12 0.0697
H -1.74 -2.07 -5.94 0.0783
C -2.50 -0.28 -3.97 -0.0586
C -1.53 0.88 -4.19 -0.4411
H -3.08 -0.03 -3.08 0.1198
H -3.19 -0.31 -4.83 0.1173
O -1.29 1.72 -3.31 0.0498
N -0.96 0.95 -5.43 0.0534
C -0.02 2.00 -5.79 -0.1342
H -1.35 0.41 -6.19 0.1281
C 1.39 1.47 -5.89 -0.2091
C 2.48 2.19 -5.37 -0.0454
H 2.28 3.15 -4.90 0.1138
C 3.77 1.67 -5.47 -0.0840
H 4.61 2.24 -5.06 0.1016
C 3.99 0.43 -6.08 -0.1014
H 5.00 0.03 -6.16 0.0954
C 2.91 -0.29 -6.60 -0.0882
H 3.05 -1.26 -7.07 0.0978
C 1.61 0.23 -6.51 -0.0546
H 0.76 -0.32 -6.92 0.1009
H -0.08 2.78 -5.02 0.1166
H -0.33 2.42 -6.76 0.1265
C 1.09 4.06 4.32 -0.0418
C 1.51 2.66 3.88 -0.6257
C 2.67 2.78 2.90 -0.0319
C 1.94 1.84 5.09 -0.0422
O 0.35 2.08 3.22 -0.1558
Si -0.45 0.72 2.81 -0.1722
S -1.00 0.83 0.87 0.4880
O 0.58 -0.64 2.95 -0.2264
C 0.49 -1.81 3.86 -0.6002
C 1.84 -2.51 3.73 -0.0299
C 0.25 -1.32 5.27 -0.0371
C -0.64 -2.74 3.46 -0.0266
O -1.64 0.49 3.94 -0.1798
C -3.06 0.76 4.05 -0.6425
C -3.80 0.23 2.84 -0.0591
C -3.53 0.05 5.32 -0.0472
C -3.31 2.26 4.22 -0.0335
H 1.93 4.56 4.82 0.0815
H 0.25 4.01 5.02 0.0844
H 0.80 4.66 3.45 0.0902
H 3.51 3.29 3.39 0.0865
H 3.01 1.80 2.55 0.0844
H 2.37 3.39 2.03 0.0896
H 1.11 1.71 5.79 0.0908
H 2.35 0.87 4.79 0.0765
H 2.75 2.38 5.62 0.0875
H 1.97 -2.93 2.72 0.0849
H 2.66 -1.82 3.93 0.0876
H 1.90 -3.34 4.44 0.0867
H -0.78 -0.94 5.38 0.0708
H 0.37 -2.15 5.98 0.0912
H 0.95 -0.53 5.56 0.0629
H -1.59 -2.20 3.36 0.0825
H -0.41 -3.27 2.53 0.0749
H -0.77 -3.51 4.24 0.0934
H -3.64 -0.85 2.73 0.0864
H -4.88 0.40 2.97 0.0865
H -3.47 0.72 1.92 0.0344
H -3.00 0.43 6.20 0.0861
H -4.60 0.23 5.46 0.0837
H -3.37 -1.04 5.24 0.0835
H -2.82 2.64 5.12 0.0855
H -2.96 2.83 3.35 0.0927
H -4.39 2.43 4.33 0.0848